[1]
DFT (ωB97M-V with the def2-TZVPD basis set) results for C3H2Cl2S in the gas phase.

Values from the calculation:
- E_tot: -39021.6909 eV
- Structure (SMILES): S=C/C(Cl)=C\Cl
- Highest occupied orbital energy: -8.9 eV
- E_LUMO: -1.26 eV
- Relative energy (zero: lowest compared OMol25 entry of this formula, charge and spin): 9.6 kcal per mole
- Net charge: 0
- Orbital gap: 7.64 eV

Structure (XYZ):
```
8
Properties=species:S:1:pos:R:3:forces:R:3
C 1.231 -0.195 0.401 -2.926 0.493 -0.195
C 0.142 -0.315 -0.425 -0.598 1.966 2.344
C -1.179 0.428 -0.222 -0.149 0.123 -0.629
H 1.946 -0.932 0.209 1.712 -0.528 0.315
H -1.988 0.016 -0.896 0.913 0.354 0.825
S -1.563 1.727 0.726 0.522 -1.489 -1.055
Cl 1.294 0.775 1.884 0.333 -1.059 -1.643
Cl 0.117 -1.504 -1.677 0.194 0.140 0.037
```
Positions in Å, forces in eV/Å.

Atom charges from the natural (NBO) analysis, given in e for atoms 1 to 5:
1. C -0.15
2. C -0.15
3. C -0.32
4. H 0.22
5. H 0.21

---

[2]
DFT (ωB97M-V with the def2-TZVPD basis set) results for C3H2N2O2 in the gas phase.

Values from the calculation:
- E_tot: -10215.9083 eV
- Highest occupied orbital energy: -11.3 eV
- E_LUMO: 0.05 eV
- Relative energy (zero: lowest compared OMol25 entry of this formula, charge and spin): 52.6 kcal per mole
- Net charge: 0
- Orbital gap: 11.32 eV

Structure (XYZ):
```
9
Properties=species:S:1:pos:R:3:forces:R:3
N -1.392 -0.618 -0.448 0.261 0.071 0.306
C -0.744 0.183 0.248 -0.073 -0.850 0.028
O 0.615 0.440 0.332 -0.082 -0.211 0.125
C 1.516 -0.432 -0.193 -0.019 -0.548 -0.328
O 1.264 -1.419 -0.822 0.209 0.526 0.334
C -1.604 2.088 0.609 -0.432 0.097 0.977
N -1.392 1.063 1.194 0.211 0.869 -1.249
H -0.784 -1.224 -0.989 0.009 0.050 -0.122
H 2.522 -0.081 0.068 -0.084 -0.005 -0.070
```
Positions in Å, forces in eV/Å.

Atom charges from the natural (NBO) analysis, given in e for atoms 1 to 5:
1. N -0.63
2. C 0.64
3. O -0.51
4. C 0.66
5. O -0.55

---

[3]
DFT (ωB97M-V with the def2-TZVPD basis set) results for a 8-piece molecular cluster, C29H58NO24 overall.

Values from the calculation:
- E_tot: -81639.6179 eV
- Highest occupied orbital energy: -4.2 eV
- E_LUMO: 1.93 eV
- Net charge: -1
- Orbital gap: 6.17 eV

Structure (XYZ):
```
112
Properties=species:S:1:pos:R:3:forces:R:3
C 2.737 0.695 -1.404 -0.073 0.320 -0.650
C 1.491 0.024 -2.295 1.607 -0.060 0.586
O 0.577 1.048 -2.826 -0.067 -2.666 0.877
C -0.766 0.513 -3.101 -0.464 -0.052 -1.402
C -1.927 1.586 -2.634 0.479 0.874 -0.645
C -1.141 2.876 -1.966 2.944 4.611 3.543
O -1.057 4.031 -2.637 -1.107 -5.554 1.999
O -0.521 2.837 -0.621 -3.511 -1.001 -6.534
N -3.019 0.999 -1.767 -1.071 0.813 -0.439
C -3.768 2.054 -0.974 -0.730 0.479 1.367
C -4.094 0.295 -2.582 -0.827 -0.737 -0.045
C -4.530 -1.142 -1.880 -0.431 0.452 0.234
H 3.442 1.347 -2.094 -1.541 -1.331 1.258
H 2.353 1.409 -0.554 0.543 -1.630 -1.670
H 3.409 -0.182 -0.982 -1.499 1.699 -0.720
H 0.984 -0.771 -1.596 0.529 1.656 -1.348
H 2.042 -0.574 -3.165 -1.302 1.154 1.474
H -0.908 -0.572 -2.687 0.135 2.128 -0.406
H -0.852 0.431 -4.289 0.152 0.062 2.390
H -2.454 1.991 -3.615 1.245 -0.550 1.776
H -4.177 2.948 -1.642 0.971 -1.645 1.163
H -3.156 2.478 -0.048 -0.955 -0.942 -2.360
H -4.742 1.555 -0.496 2.126 0.873 -1.073
H -3.806 0.106 -3.702 -0.204 0.375 2.163
H -5.063 0.979 -2.578 1.857 -1.394 -0.327
H -5.269 -0.894 -0.978 1.773 -0.615 -1.755
H -3.584 -1.740 -1.479 -2.110 1.348 -0.993
H -5.169 -1.794 -2.631 1.445 1.242 1.407
C -8.813 4.759 -5.686 -0.317 0.121 -0.035
O -7.503 4.217 -5.529 0.448 0.389 0.385
C -6.671 4.978 -4.774 0.569 0.283 0.400
O -6.953 6.042 -4.246 0.201 -1.456 -0.804
O -5.470 4.349 -4.708 -1.589 0.428 -0.344
C -4.487 5.041 -3.939 0.727 0.234 0.406
H -9.392 4.069 -6.307 0.354 -0.048 0.102
H -9.312 4.850 -4.716 0.148 0.153 -0.159
H -8.772 5.727 -6.195 -0.002 -0.085 0.249
H -4.813 5.144 -2.899 0.001 0.105 -0.242
H -4.273 6.021 -4.378 -0.176 -0.121 0.159
H -3.568 4.449 -3.955 -0.232 -0.036 -0.056
C 2.484 -1.348 3.496 -0.746 0.493 -0.062
O 3.703 -2.056 3.717 0.805 -0.895 -0.935
C 4.205 -2.662 2.612 -0.479 0.211 -0.279
O 3.709 -2.644 1.496 0.808 -0.106 1.606
O 5.354 -3.292 2.962 -0.744 0.476 -0.074
C 5.998 -3.979 1.891 0.217 -0.244 -0.353
H 2.175 -0.904 4.446 0.268 -0.220 -0.103
H 2.632 -0.542 2.771 -0.079 -0.258 0.015
H 1.697 -2.032 3.163 0.202 0.185 -0.062
H 6.286 -3.277 1.101 -0.193 -0.146 0.062
H 5.350 -4.767 1.493 0.053 0.249 -0.059
H 6.905 -4.445 2.284 -0.250 0.211 0.187
C -1.123 -4.050 5.491 0.305 -0.293 -0.182
O -2.097 -3.135 5.992 0.066 0.903 -0.036
C -1.785 -1.829 5.800 0.421 0.415 -0.291
O -0.778 -1.404 5.256 -1.462 -0.720 0.876
O -2.788 -1.076 6.319 0.712 -0.906 -0.301
C -2.594 0.331 6.189 0.045 0.622 -0.158
H -1.475 -5.065 5.698 -0.180 0.325 0.087
H -1.010 -3.939 4.408 0.102 0.099 0.226
H -0.164 -3.909 5.999 -0.121 0.091 -0.212
H -2.539 0.617 5.133 0.201 -0.045 0.199
H -1.693 0.647 6.724 -0.060 -0.101 -0.236
H -3.455 0.833 6.637 0.054 -0.384 -0.017
C -3.936 -4.593 -5.342 -0.450 0.198 -0.050
O -2.626 -5.135 -5.185 0.707 0.354 0.472
C -1.794 -4.374 -4.430 -0.053 0.665 0.359
O -2.076 -3.310 -3.902 0.409 -1.683 -0.836
O -0.593 -5.003 -4.364 -1.031 0.250 -0.214
C 0.390 -4.311 -3.595 0.413 0.301 0.301
H -4.514 -5.283 -5.963 0.366 -0.048 0.103
H -4.434 -4.502 -4.372 0.160 0.161 -0.160
H -3.894 -3.625 -5.851 0.004 -0.095 0.262
H 0.064 -4.208 -2.555 -0.016 0.147 -0.230
H 0.604 -3.331 -4.034 -0.170 -0.092 0.196
H 1.309 -4.903 -3.610 -0.321 -0.098 -0.169
C 5.477 0.489 4.538 0.368 -0.469 -0.103
O 4.503 1.404 5.038 0.067 1.136 -0.033
C 4.815 2.711 4.847 0.363 0.118 -0.282
O 5.822 3.136 4.303 -1.443 -0.603 0.842
O 3.812 3.463 5.366 0.678 -0.746 -0.296
C 4.006 4.870 5.235 0.026 0.536 -0.081
H 5.125 -0.525 4.745 -0.141 0.403 0.058
H 5.590 0.600 3.455 0.091 0.102 0.205
H 6.436 0.631 5.046 -0.113 0.139 -0.217
H 4.061 5.156 4.180 0.136 -0.083 0.211
H 4.907 5.187 5.771 -0.060 -0.096 -0.230
H 3.145 5.373 5.684 0.045 -0.377 -0.049
C -0.027 3.635 5.700 0.164 -0.210 0.126
O -0.479 4.590 4.742 -0.142 -0.142 -0.351
C -0.892 4.050 3.567 -0.319 -0.354 -1.149
O -0.901 2.861 3.288 0.000 1.704 0.779
O -1.292 5.061 2.756 0.478 -0.697 1.704
C -1.755 4.639 1.475 -0.025 -0.239 -0.903
H 0.278 4.177 6.599 -0.128 0.157 -0.277
H -0.834 2.947 5.970 0.184 -0.003 -0.168
H 0.840 3.086 5.318 -0.253 -0.051 0.025
H -2.632 3.990 1.576 0.235 -0.017 0.055
H -0.958 4.130 0.925 -0.332 -0.147 -0.067
H -2.049 5.528 0.912 0.139 0.001 0.337
C 4.138 -3.563 -1.590 -0.421 0.608 0.210
O 4.726 -4.816 -1.937 1.005 -0.330 -0.882
C 5.711 -4.731 -2.867 -0.070 0.628 -0.062
O 6.108 -3.707 -3.400 -0.510 -1.581 0.749
O 6.177 -5.984 -3.101 -0.368 0.718 0.244
C 7.226 -6.049 -4.066 0.322 -0.033 -0.307
H 3.364 -3.750 -0.840 0.310 -0.185 -0.140
H 4.886 -2.893 -1.153 -0.178 -0.078 -0.212
H 3.667 -3.103 -2.464 0.255 0.010 0.092
H 8.097 -5.478 -3.728 -0.221 0.044 -0.147
H 6.878 -5.688 -5.039 0.120 0.099 0.224
H 7.521 -7.096 -4.173 -0.272 0.135 0.229
```
Positions in Å, forces in eV/Å.

Atom charges from the Mulliken analysis, given in e for atoms 1 to 5:
1. C -0.76
2. C -0.02
3. O -0.30
4. C -0.38
5. C 0.59